Entry 1:
Density functional theory data (wB97M-V/def2-TZVPD) for a structure of composition C6H14ClI2NO2OsP in a non-equilibrium geometry.

Output
2S+1 ... 5
Largest force on an atom ... 8.3 eV/A
HOMO level (alpha / beta) ... -20.987 / -21.321 eV
Net charge ... +3
Expectation value of S² ... 6.087

```
28
Properties=species:S:1:pos:R:3:forces:R:3:lowdin_spin:R:1
I -2.116070 2.225243 -0.486425 -0.06 0.41 -0.26 0.94
I -1.964351 -0.474274 -2.049131 1.34 0.55 0.45 0.31
Os 0.125149 0.262484 -0.067842 -0.36 3.61 -0.38 1.71
P -1.029161 -1.093419 1.274728 -1.49 -2.63 2.22 0.06
C -1.002989 -2.861147 0.800739 0.31 0.97 -0.36 0.01
C -0.364126 -1.167128 2.969386 0.28 0.70 -0.55 0.03
H -2.923147 0.359584 1.724423 -0.31 -0.67 -0.03 0.00
H -3.320251 -1.468128 1.746502 -0.01 0.52 0.07 0.00
H -3.023956 -0.614890 0.169792 -0.49 -0.04 1.47 0.00
C -2.789485 -0.632692 1.260612 0.37 0.13 -0.57 0.04
H -0.231903 -0.149653 3.374025 -0.19 -0.64 0.14 0.00
H -1.143387 -1.754297 3.490244 0.54 0.18 0.12 0.00
H -1.733779 -3.314568 1.497955 0.45 -0.22 -0.55 0.00
H 0.037151 -3.214227 0.953254 -0.73 -0.21 -0.03 0.00
H 0.613054 -1.679370 2.900190 -0.50 0.07 0.38 0.00
H -1.290367 -2.919699 -0.267719 -0.03 -0.52 0.70 0.00
C 1.019323 -1.232951 -0.767514 2.68 -6.07 -4.97 0.04
O 1.407536 -2.134809 -1.416653 -1.58 4.49 3.71 0.07
Cl -0.137559 2.044677 1.708821 0.18 -0.89 -1.11 0.61
C 3.201118 2.724170 -2.080499 -0.24 -0.79 0.09 0.01
C 2.049473 1.856096 -1.624352 0.09 0.61 -0.76 0.02
N 1.027760 1.670143 -2.471761 0.36 0.43 0.13 0.02
O 2.039648 1.250572 -0.495639 -1.05 0.26 -0.09 0.11
H 3.088664 3.009765 -3.127644 0.00 -0.35 -0.02 0.00
H 4.080562 2.092815 -1.930277 0.28 0.45 -0.05 0.00
H 3.294957 3.682333 -1.554594 -0.12 -0.46 0.47 0.00
H 0.108490 1.445493 -2.144671 -0.21 -0.24 0.04 0.01
H 0.977645 2.087877 -3.385953 0.50 0.35 -0.28 0.00
```
Positions in Å, forces in eV/Å.

***

Entry 2:
Density functional theory data (wB97M-V/def2-TZVPD) for a cluster of 3 separate species, C23H32BN2O13P2 in total in a non-equilibrium geometry.

Output
Largest force on an atom ... 2.3 eV/A
HOMO level ... -4.067 eV
Net charge ... -1

```
73
Properties=species:S:1:pos:R:3:forces:R:3:mulliken_charge:R:1
C -0.224923 1.204268 -5.152168 0.13 0.19 -0.21 -1.11
C -0.418837 -0.005114 -4.644271 0.38 0.02 1.30 -0.16
B 0.692512 -1.009157 -3.998829 -0.94 0.49 -1.14 1.04
C 1.379675 -1.709923 -5.339454 -0.40 0.56 0.56 -1.04
C 2.470118 -0.806371 -5.920938 0.34 -0.45 0.03 -0.10
C 3.881646 -1.186514 -5.459461 -0.53 0.47 -0.55 -1.26
O 1.750788 -0.419226 -3.122267 0.52 0.25 0.38 -0.73
C 1.922321 -1.452201 -2.234710 -0.75 0.64 -0.55 -1.03
O 2.821018 -1.199456 -1.149543 0.11 -0.22 0.32 -0.19
N 4.136636 -1.423788 -1.607411 0.02 -0.48 -0.06 0.18
O 4.763896 -2.035183 -0.827047 -0.22 0.56 0.05 -0.39
C 0.473764 -1.766315 -1.821464 0.25 -0.41 1.51 1.30
P 0.163311 -3.149764 -0.633327 -1.11 -1.28 -0.38 -0.07
N 1.493019 -4.250337 -0.825815 -0.06 0.90 0.57 -0.61
O 0.340063 -2.474149 0.892711 0.76 0.31 -0.60 -0.52
P -0.525718 -0.295621 -1.183845 0.24 1.63 -1.67 -0.13
C -2.181760 -0.845674 -0.603655 0.34 -0.46 0.42 0.20
C -3.055042 -1.418740 -1.727739 0.29 -0.31 -0.03 -1.37
C 0.348503 0.663425 0.138161 -0.31 0.15 0.38 -0.34
C -0.012850 2.145488 -0.069009 -0.66 -0.52 0.02 -0.95
O -0.062475 -1.979890 -3.088812 0.18 -0.68 0.24 -0.48
H 0.581545 1.811686 -4.758544 0.58 -0.02 -0.71 0.26
H -0.819430 1.572725 -5.980892 -0.55 0.65 0.49 0.22
H -1.441391 -0.380615 -4.638072 0.03 -0.66 -1.02 0.19
H 1.751770 -2.722304 -5.159222 0.06 -0.11 -0.10 0.46
H 0.593600 -1.744176 -6.091548 -0.21 -0.48 -0.05 0.22
H 2.428133 -0.856976 -7.009709 0.14 0.03 -0.20 0.40
H 2.310191 0.238956 -5.662876 -0.22 0.11 0.07 0.07
H 4.591415 -0.596192 -6.037581 0.34 0.00 0.06 0.42
H 3.995324 -0.937882 -4.410765 0.14 -0.23 0.23 0.17
H 4.060772 -2.239630 -5.663085 0.17 -0.16 0.20 0.29
H 2.250378 -2.329792 -2.800734 0.37 -0.37 0.40 0.66
H 1.265450 -5.059629 -0.258222 0.11 -0.11 -0.15 0.33
H 2.350183 -3.849211 -0.444196 0.13 -0.15 -0.26 0.20
H 1.083176 -1.846662 0.915007 -0.17 -0.09 0.13 0.36
H -2.141685 -1.543651 0.229439 0.00 -0.08 0.12 -0.18
H -2.672385 0.046777 -0.228961 0.15 0.27 0.22 0.43
H -3.725906 -0.675921 -2.142572 -0.14 0.18 -0.02 0.36
H -3.630815 -2.241150 -1.314636 -0.32 -0.08 -0.04 0.37
H -2.479452 -1.826681 -2.553687 0.20 -0.02 -0.02 0.22
H 0.065789 0.400238 1.159787 0.07 -0.28 0.10 0.40
H 1.422326 0.554093 0.025361 0.18 -0.32 -0.02 0.32
H 0.121028 2.729309 0.837944 0.30 0.10 -0.11 -0.05
H -1.077587 2.171840 -0.299964 -0.18 0.27 -0.01 0.35
H 0.483361 2.567357 -0.935163 0.24 0.09 -0.02 0.36
C 1.778120 6.557846 4.293086 0.24 0.02 0.11 -0.96
C 0.766264 5.933232 3.678163 -0.02 0.42 0.10 0.38
C 0.866585 4.498748 3.247970 0.39 -0.48 -0.04 1.01
O -0.098223 3.990293 2.712326 -0.22 0.32 0.18 -0.65
C 2.116860 3.791779 3.490725 -0.21 -0.03 -0.07 -1.07
C 3.129004 4.418215 4.102148 0.01 -0.39 -0.15 0.46
C 3.019186 5.844074 4.556302 -0.34 0.43 -0.01 0.94
O 3.973531 6.345360 5.123029 0.16 -0.21 -0.01 -0.63
O 4.295040 3.826786 4.350290 0.04 0.31 0.14 -0.57
O -0.389192 6.530720 3.408206 -0.06 -0.31 -0.10 -0.58
H 1.716217 7.589368 4.609406 -0.02 0.00 0.00 0.41
H 2.183763 2.764409 3.160382 0.02 0.00 -0.01 0.50
H 4.845459 4.497993 4.799107 -0.02 -0.05 -0.02 0.35
H -0.941146 5.856243 2.963025 0.02 0.04 0.01 0.36
C -5.415915 -2.190859 4.859894 0.05 -0.20 0.16 -0.99
C -5.198851 -1.318291 3.868731 -0.36 0.01 0.24 0.35
C -3.967411 -1.383815 3.012786 0.61 -0.37 -0.10 1.00
O -3.843508 -0.570806 2.119634 -0.36 0.26 0.15 -0.60
C -2.979638 -2.418076 3.299183 0.00 0.18 -0.15 -0.94
C -3.197923 -3.287567 4.292863 0.31 0.03 -0.26 0.27
C -4.440384 -3.237367 5.131775 -0.42 0.27 0.05 0.91
O -4.582185 -4.071227 6.008971 0.21 -0.11 -0.02 -0.64
O -2.335691 -4.253370 4.606511 -0.25 -0.05 0.23 -0.58
O -6.048609 -0.340418 3.571201 0.22 0.06 -0.22 -0.60
H -6.299371 -2.154868 5.481466 -0.01 0.01 -0.02 0.41
H -2.087426 -2.446196 2.684873 0.00 -0.03 -0.01 0.67
H -2.736959 -4.736648 5.354451 0.03 0.01 -0.05 0.35
H -5.649054 0.136176 2.815284 -0.02 -0.03 0.01 0.37
```
Positions in Å, forces in eV/Å.

***

Entry 3:
Density functional theory data (wB97M-V/def2-TZVPD) for a cluster of 2 separate species, C2H4F2O in total in a non-equilibrium geometry.

Output
Largest force on an atom ... 2.2 eV/A
HOMO level (alpha / beta) ... -8.940 / -9.275 eV
Energy above the lowest of the compared OMol25 structures with the same formula, charge and spin ... 98.0 kcal per mole

```
9
Properties=species:S:1:pos:R:3:forces:R:3:mulliken_charge:R:1
C 0.275024 -0.882439 1.810138 -1.32 0.36 -1.27 -0.79
C 0.212516 0.585572 -1.071643 0.06 0.72 0.39 0.49
O -1.060008 0.971787 -0.902254 -0.05 0.34 -0.51 -0.40
F 0.273170 -0.400346 -1.952594 0.69 -0.09 -0.44 -0.22
F 1.126129 1.591067 -1.351374 -1.41 -1.32 0.09 -0.21
H 0.600327 -1.683704 1.118156 -0.07 0.56 0.75 0.27
H 1.022383 -0.269357 2.336652 -0.66 -0.41 -0.30 0.29
H -0.814762 -0.542307 1.645125 2.08 -0.44 0.63 0.24
H -1.634779 0.629728 -1.632206 0.70 0.27 0.65 0.33
```
Positions in Å, forces in eV/Å.

***

Entry 4:
Density functional theory data (wB97M-V/def2-TZVPD) for a cluster of 8 separate species, C14H34Cl4F6N3O6 in total in a non-equilibrium geometry.

Output
2S+1 ... 2
Largest force on an atom ... 3.7 eV/A
HOMO level (alpha / beta) ... -14.585 / -14.585 eV
Energy above the lowest of the compared OMol25 structures with the same formula, charge and spin ... 14.5 kcal per mole
Net charge ... +2
Expectation value of S² ... 0.759

```
67
Properties=species:S:1:pos:R:3:forces:R:3:lowdin_spin:R:1
N -8.332526 7.160134 -1.660956 0.82 -0.63 0.77 0.01
H -9.294071 7.091993 -1.962445 -0.37 0.73 -0.59 0.00
H -7.749043 6.435119 -2.053392 0.23 -0.97 -1.09 0.00
H -8.294326 6.817647 -0.711563 -0.33 -0.37 1.99 0.00
H -7.795112 8.012497 -1.591980 -0.78 0.81 -0.78 0.00
N -4.556416 5.411805 -2.161355 0.41 0.52 1.36 0.01
H -5.497779 5.209537 -1.856359 -1.92 -1.08 0.29 0.00
H -3.952884 4.893735 -1.538906 0.53 -0.94 -0.38 0.00
H -4.403002 6.359397 -1.847289 0.39 0.74 -1.06 0.00
H -4.514975 5.177637 -3.142957 0.65 0.22 -0.42 0.00
N -5.880414 8.129657 2.134023 -0.59 -0.02 0.36 0.00
H -6.525732 8.654948 2.706496 -0.19 0.37 0.47 0.00
H -5.651613 8.674493 1.314935 0.89 0.29 0.14 0.00
H -6.392306 7.327590 1.795271 -1.43 -1.46 -0.90 0.00
H -5.161948 7.709626 2.706296 0.94 0.60 0.09 0.00
O -7.061881 4.517069 -1.768181 -1.01 -0.09 2.95 0.39
C -7.844523 4.090803 -0.662474 -0.11 0.64 -2.85 0.11
C -7.633365 4.828253 0.783304 0.48 2.66 2.54 0.12
O -7.589483 6.240546 0.947840 0.38 -1.65 -1.92 0.30
H -7.934765 3.010868 -0.545408 1.31 -0.22 0.57 0.00
H -8.903562 4.258244 -0.858660 -0.41 1.11 -0.15 0.02
H -6.774578 4.423996 1.319186 0.51 -0.46 -0.69 0.01
H -8.484797 4.572108 1.413821 -0.59 -0.87 -0.66 0.02
C -8.754077 -0.869471 0.872706 -0.64 0.60 0.61 0.00
C -8.722847 0.670436 0.902420 -0.84 -0.64 -1.71 0.00
O -9.093131 1.222497 2.168560 -1.12 -0.25 0.93 0.00
C -10.411976 1.133773 2.534429 -1.64 -0.55 -0.91 0.00
O -11.382361 0.788888 1.858830 2.93 0.79 1.34 0.00
C -10.651538 1.704782 4.011975 -0.15 -1.91 -1.32 0.00
F -11.591279 2.604714 3.946558 -1.41 0.70 -0.07 0.00
F -11.055488 0.729531 4.891104 1.09 1.30 -1.09 0.00
F -9.563190 2.336156 4.353983 1.25 0.03 1.41 0.00
H -8.120621 -1.317257 1.638430 0.05 0.08 -0.09 0.00
H -8.578076 -1.338564 -0.095323 0.34 0.48 -0.05 0.00
H -9.798982 -1.088670 1.092293 0.05 -0.42 0.20 0.00
H -9.483342 1.023390 0.205873 -0.28 -0.14 -0.27 0.00
H -7.815739 1.129301 0.509104 0.41 -0.07 0.92 0.00
C -1.322505 -0.063120 3.941323 -0.45 -0.79 -1.19 0.00
C -2.353005 0.873882 4.573637 1.78 -0.28 0.12 0.00
O -3.565842 0.826163 3.811627 -2.19 -0.17 0.34 0.00
C -4.729933 1.121098 4.466628 1.73 -0.24 2.69 0.00
O -4.793688 1.455864 5.637646 -0.17 -0.48 -2.18 0.00
C -5.998864 1.014143 3.606586 0.77 1.19 -1.54 0.00
F -6.368358 2.302170 3.343342 -0.82 0.26 1.13 0.00
F -5.666242 0.636002 2.364183 -0.28 -1.56 -0.08 0.00
F -7.002220 0.307803 4.110164 0.91 0.56 -0.35 0.00
H -0.386293 -0.226996 4.474941 -0.15 0.67 0.28 0.00
H -1.100772 0.136001 2.892852 0.18 0.62 0.05 0.00
H -1.725328 -1.071505 3.846438 -0.40 -0.10 0.41 0.00
H -2.025084 1.912965 4.544299 0.08 -0.03 0.25 0.00
H -2.398335 0.518182 5.602969 -0.98 0.41 0.04 0.00
Cl -9.412334 -0.371343 -2.948170 -0.10 2.10 -0.25 0.00
C -9.486921 1.479680 -3.182001 0.39 -0.17 0.36 0.00
C -8.417512 2.045047 -4.059747 0.37 -1.10 -1.64 0.00
Cl -8.650664 1.443442 -5.779041 0.30 0.48 0.81 0.00
H -9.236758 1.985245 -2.249299 -0.52 -0.52 0.64 0.00
H -10.457837 1.826686 -3.535580 -0.12 -0.62 0.15 0.00
H -7.425867 1.726130 -3.738778 -0.05 -0.07 -0.10 0.00
H -8.436271 3.134298 -4.095466 -0.28 -0.06 0.07 0.00
Cl -12.038607 4.932040 -2.000341 -0.13 0.04 0.05 0.00
C -11.981905 3.641459 -0.746861 0.92 -0.04 0.10 0.00
C -11.814130 4.242386 0.645615 -0.07 0.23 -0.94 0.00
Cl -13.237128 5.148006 1.129005 -0.48 0.02 0.39 0.00
H -11.038927 3.148602 -0.983467 -0.12 -0.42 0.08 0.00
H -12.802470 2.940977 -0.902145 -0.05 0.32 0.19 0.00
H -11.042954 5.006824 0.550607 0.33 -0.22 0.24 0.00
H -11.543678 3.485796 1.382195 -0.23 0.04 -0.05 0.00
```
Positions in Å, forces in eV/Å.

***

Entry 5:
Density functional theory data (wB97M-V/def2-TZVPD) for an isolated molecule of C2H4Cl2FN in a non-equilibrium geometry.

Output
Largest force on an atom ... 3.6 eV/A
Structure (SMILES) ... FNCC(Cl)Cl
HOMO level ... -10.867 eV
Energy above the lowest of the compared OMol25 structures with the same formula, charge and spin ... 54.4 kcal per mole

```
10
Properties=species:S:1:pos:R:3:forces:R:3:mulliken_charge:R:1
C -0.548945 -0.066858 0.193651 1.06 -1.02 3.34 -0.49
C 0.819826 -0.704948 -0.179168 -0.60 -0.99 -0.86 -0.03
N -0.634324 1.220482 -0.480811 -1.63 0.65 1.08 -0.33
F 0.267438 2.102283 0.226707 0.11 -0.51 -0.16 -0.21
Cl 0.586742 -1.717896 -1.719811 0.24 1.00 0.83 -0.18
Cl 1.561434 -1.933755 1.026082 -0.87 1.83 -0.89 -0.17
H -1.421681 -0.735304 0.112515 0.31 0.44 -1.15 0.44
H -0.581446 0.008966 1.356426 0.51 0.46 -1.65 0.33
H 1.466656 0.169162 -0.423790 0.14 -1.26 0.38 0.34
H -1.515701 1.657869 -0.111801 0.71 -0.61 -0.93 0.31
```
Positions in Å, forces in eV/Å.

***

Repeat the fifth record exactly.
Density functional theory data (wB97M-V/def2-TZVPD) for an isolated molecule of C2H4Cl2FN in a non-equilibrium geometry.

Output
Largest force on an atom ... 3.6 eV/A
Structure (SMILES) ... FNCC(Cl)Cl
HOMO level ... -10.867 eV
Energy above the lowest of the compared OMol25 structures with the same formula, charge and spin ... 54.4 kcal per mole

```
10
Properties=species:S:1:pos:R:3:forces:R:3:mulliken_charge:R:1
C -0.548945 -0.066858 0.193651 1.06 -1.02 3.34 -0.49
C 0.819826 -0.704948 -0.179168 -0.60 -0.99 -0.86 -0.03
N -0.634324 1.220482 -0.480811 -1.63 0.65 1.08 -0.33
F 0.267438 2.102283 0.226707 0.11 -0.51 -0.16 -0.21
Cl 0.586742 -1.717896 -1.719811 0.24 1.00 0.83 -0.18
Cl 1.561434 -1.933755 1.026082 -0.87 1.83 -0.89 -0.17
H -1.421681 -0.735304 0.112515 0.31 0.44 -1.15 0.44
H -0.581446 0.008966 1.356426 0.51 0.46 -1.65 0.33
H 1.466656 0.169162 -0.423790 0.14 -1.26 0.38 0.34
H -1.515701 1.657869 -0.111801 0.71 -0.61 -0.93 0.31
```
Positions in Å, forces in eV/Å.

***

What did the fifth record say?
Density functional theory data (wB97M-V/def2-TZVPD) for an isolated molecule of C2H4Cl2FN in a non-equilibrium geometry.

Output
Largest force on an atom ... 3.6 eV/A
Structure (SMILES) ... FNCC(Cl)Cl
HOMO level ... -10.867 eV
Energy above the lowest of the compared OMol25 structures with the same formula, charge and spin ... 54.4 kcal per mole

```
10
Properties=species:S:1:pos:R:3:forces:R:3:mulliken_charge:R:1
C -0.548945 -0.066858 0.193651 1.06 -1.02 3.34 -0.49
C 0.819826 -0.704948 -0.179168 -0.60 -0.99 -0.86 -0.03
N -0.634324 1.220482 -0.480811 -1.63 0.65 1.08 -0.33
F 0.267438 2.102283 0.226707 0.11 -0.51 -0.16 -0.21
Cl 0.586742 -1.717896 -1.719811 0.24 1.00 0.83 -0.18
Cl 1.561434 -1.933755 1.026082 -0.87 1.83 -0.89 -0.17
H -1.421681 -0.735304 0.112515 0.31 0.44 -1.15 0.44
H -0.581446 0.008966 1.356426 0.51 0.46 -1.65 0.33
H 1.466656 0.169162 -0.423790 0.14 -1.26 0.38 0.34
H -1.515701 1.657869 -0.111801 0.71 -0.61 -0.93 0.31
```
Positions in Å, forces in eV/Å.

***

The lowest largest force on an atom belongs to which entry?
C2H4F2O